Record 1
Here is a molecular structure, C17H14N4OPdS at a distorted geometry from the OMol25 dataset. Energies are from ωB97M-V/def2-TZVPD.

Calculated values
charge: +2
LUMO: -9.665 eV
energy above the lowest of the compared OMol25 structures with the same formula, charge and spin: 0.0 kcal per mole
calculated total energy: -40163.540 eV
gap between HOMO and LUMO: 6.246 eV

Structure (XYZ):
```
38
Properties=species:S:1:pos:R:3:forces:R:3:nbo_charge:R:1
C 1.9399 -2.1284 0.2468 0.1 0.0 -0.1 0.2514
H -2.2201 2.1179 -0.2576 0.0 0.0 0.1 0.2267
C -3.8472 1.5828 1.0554 -0.1 0.0 0.0 -0.2079
H 1.5563 5.4483 -1.1659 0.0 0.0 0.0 0.2621
C 1.2292 4.4217 -1.0660 0.0 -0.1 0.0 -0.0827
O -1.5556 -2.6545 2.5529 -0.1 0.0 -0.1 -0.4722
C 0.2502 2.4528 -2.0086 0.0 -0.2 0.0 0.0664
H -4.4131 2.4802 0.8493 0.0 0.0 0.0 0.2639
C -2.6200 1.4013 0.4455 0.0 -0.2 0.0 0.0696
H 0.5358 4.2497 -3.1079 0.0 0.0 0.0 0.2665
N -0.2489 -1.6143 1.0000 -0.3 -1.1 0.3 -0.5382
C 3.9065 -1.0496 -1.3404 0.1 -0.1 0.0 -0.2207
C 0.8239 -2.5895 1.1120 0.0 0.0 0.3 -0.2968
C 2.6912 -0.4353 -1.1911 -0.1 -0.1 0.0 0.0551
S 0.9912 1.3742 1.5935 -0.1 -0.2 -0.2 0.3247
H 1.8101 4.2504 1.0125 0.0 0.0 0.0 0.2660
C -4.3242 0.6129 1.9259 0.0 0.0 0.0 -0.0892
C 3.1463 -2.7959 0.1183 0.0 -0.1 0.0 -0.2148
H 2.4502 0.4837 -1.7043 0.0 0.0 0.1 0.2257
H 4.6617 -0.5970 -1.9666 0.0 0.0 0.0 0.2636
H 3.2964 -3.7285 0.6455 0.0 0.0 0.0 0.2618
C 0.9402 2.4600 0.2037 0.1 0.3 0.2 0.0401
H -3.8645 -1.3097 2.8443 0.0 0.0 0.0 0.2789
C -3.5538 -0.5174 2.1763 0.0 0.0 0.0 -0.1631
H -5.2852 0.7358 2.4075 0.0 0.0 0.0 0.2627
N 0.3954 1.8164 -0.8321 0.0 0.0 0.0 -0.5464
C 1.3768 3.7674 0.1473 0.0 0.1 -0.1 -0.2439
C 0.6604 3.7576 -2.1541 0.0 0.1 0.0 -0.2373
Pd 0.0212 -0.0313 0.0709 -0.3 -0.1 -0.5 1.1471
H 1.1613 -2.6939 2.1486 0.0 0.0 0.0 0.2616
H 5.0882 -2.7594 -0.7769 0.0 0.0 0.0 0.2607
C -2.3345 -0.6232 1.5514 -0.1 0.1 0.0 0.1070
H 0.4627 -3.5798 0.8198 0.0 0.0 -0.1 0.2749
N 1.7241 -0.9745 -0.4162 0.7 0.6 -0.1 -0.4615
H -0.1958 1.8958 -2.8216 0.0 0.0 0.0 0.2384
C 4.1377 -2.2529 -0.6745 0.0 0.0 0.0 -0.0790
N -1.8899 0.3057 0.6894 0.0 0.9 0.2 -0.4416
C -1.3851 -1.7471 1.7888 0.2 -0.2 0.2 0.6203
```
Forces are in eV/Å.

=====

Record 2
Here is a molecular structure, C14H15IrN6O5S from the OMol25 dataset. Energies are from ωB97M-V/def2-TZVPD.

Calculated values
LUMO: -0.606 eV
energy above the lowest of the compared OMol25 structures with the same formula, charge and spin: 3.7 kcal per mole
calculated total energy: -47614.404 eV
gap between HOMO and LUMO: 7.913 eV

Structure (XYZ):
```
42
Properties=species:S:1:pos:R:3:forces:R:3:nbo_charge:R:1
H -2.1695 -2.0967 -1.6213 0.0 0.0 0.0 0.2350
H 1.2431 -1.5955 1.9812 0.0 -0.1 0.0 0.3959
N -0.5149 -2.8089 -5.8030 0.0 0.0 0.0 -0.7900
C -0.5924 0.1414 -3.6122 0.0 0.0 0.0 -0.1462
O -0.5896 2.5238 2.3872 0.1 0.0 -0.1 -0.7131
S -1.5621 0.6439 -1.1133 0.1 0.0 -0.1 2.3328
C -0.1463 -1.9405 3.4788 0.0 0.0 0.0 -0.3265
H -0.2188 -2.0157 1.3942 0.0 0.1 0.0 0.4098
C 2.7185 1.9818 -1.2034 0.0 0.0 0.0 0.1245
H 0.5662 -2.6562 3.8830 0.0 0.0 0.0 0.2248
N -0.2652 0.3899 -0.1169 -0.1 0.3 0.1 -0.9048
N 1.5505 1.3773 -1.4028 0.0 0.0 0.0 -0.4648
H 4.2157 2.7405 0.1578 0.0 0.0 0.0 0.2397
C -0.8634 1.6301 4.6187 -0.1 0.0 0.0 -0.3577
N 1.4260 1.1446 0.9544 0.1 0.2 -0.1 -0.4364
H -1.8813 1.6153 5.0135 0.0 0.0 0.0 0.2326
O -0.3385 -1.0043 5.6722 0.0 0.0 0.0 -0.5685
C -0.3375 -0.6687 -4.7012 0.0 0.0 0.0 -0.2821
C 2.5682 1.7859 1.1531 0.0 -0.1 0.0 0.1191
O -1.5700 2.0058 -1.5559 0.0 0.0 0.0 -0.9249
N 0.2448 -1.4733 2.1169 0.1 0.0 0.1 -0.7525
H -1.1154 -2.4340 3.4048 0.0 0.0 0.0 0.2355
N -0.5789 0.4137 3.8757 0.0 0.1 -0.2 -0.6223
C -0.3353 -0.7952 4.4831 -0.1 0.0 0.0 0.6663
C -1.3795 -2.5237 -3.5676 0.0 0.0 0.0 -0.2715
C 3.2771 2.2207 0.0497 0.0 0.0 0.0 -0.3466
C -1.6359 -1.7125 -2.4809 0.0 0.0 0.0 -0.1770
H -0.5397 -3.8040 -5.6630 0.0 0.0 0.0 0.3832
H 2.8824 1.9410 2.1767 0.0 0.0 0.0 0.2275
C 0.9297 0.9942 -0.2990 0.0 -0.1 0.0 0.5825
H 0.1554 -0.2601 -5.5752 0.0 0.0 0.0 0.2120
H 0.1826 -2.5035 -6.4594 0.0 0.0 0.0 0.3840
C -1.2374 -0.3817 -2.4998 0.0 0.0 0.0 -0.3441
C -0.7239 -2.0121 -4.6933 0.0 0.0 0.0 0.1947
O -2.6696 0.0925 -0.3902 0.0 0.0 0.0 -0.9422
Ir -0.1778 0.5833 2.0231 0.2 -0.3 0.2 1.1150
H -0.2978 1.1812 -3.6131 0.0 0.0 0.0 0.2482
O -0.8214 3.9519 4.0846 0.0 0.0 0.0 -0.6090
H 3.2402 2.3050 -2.0973 0.0 0.0 0.0 0.2057
C -0.7496 2.8239 3.6620 0.0 0.0 0.0 0.7702
H -0.1839 1.7562 5.4614 0.0 0.0 0.0 0.2312
H -1.7050 -3.5571 -3.5632 0.0 0.0 0.0 0.2098
```
Forces are in eV/Å.